(1)
Computed, not measured: a cluster of 5 separate species, C17H27N7O2P in total in a non-equilibrium geometry, with wB97M-V/def2-TZVPD.

HOMO-LUMO gap	5.07	eV
lowest unoccupied orbital energy	-4.64	eV
energy relative to the best compared isomer or geometry (same formula, charge and spin)	0.00	kJ/mol
total charge	+1
calculated total energy	-41874.7259	eV
strongest force on any atom	1.4	eV/Å

Cartesian coordinates (Å):
N1 0.25837 1.09475 -3.31574
C1 -0.31328 2.34716 -3.08222
N2 0.21845 3.45536 -3.68745
N3 -1.32997 2.41069 -2.24724
P1 -2.88381 1.38701 -2.19703
O1 -2.41824 0.34775 -3.33700
O2 -3.80556 2.40120 -3.04967
H1 1.25736 1.21241 -3.11368
H2 0.25085 0.84938 -4.30475
H3 -0.47710 4.19575 -3.72269
H4 1.03222 3.85340 -3.20387
H5 -1.28842 3.15548 -1.55673
H6 -2.89177 0.43386 -4.17265
H7 -3.40645 3.17110 -3.46674
N4 1.35697 -1.56616 -0.23317
C2 0.28212 -1.11379 -0.95524
C3 -0.73216 -2.02635 -0.80342
C4 -0.25369 -3.05862 0.04986
C5 1.03693 -2.74366 0.38269
H8 2.24547 -1.10533 -0.15987
H9 0.33227 -0.19948 -1.50958
H10 -1.71245 -1.96464 -1.24660
H11 -0.79456 -3.92976 0.38011
H12 1.75445 -3.25216 1.00342
N5 -1.15828 0.21002 1.54595
C6 -2.23282 0.05730 2.37130
C7 -2.56355 1.28611 2.88119
C8 -1.65774 2.22776 2.32778
C9 -0.81486 1.53538 1.49282
H13 -0.69095 -0.52400 1.03556
H14 -2.66688 -0.91357 2.53899
H15 -3.36402 1.48716 3.57248
H16 -1.63776 3.28993 2.51061
H17 -0.01504 1.88120 0.86132
N6 1.14918 -5.92528 2.43577
C10 0.39246 -5.00476 3.11388
C11 -0.20660 -5.64894 4.16224
C12 0.20593 -7.00867 4.11792
C13 1.04112 -7.14698 3.04349
H18 1.69821 -5.74125 1.61728
H19 0.34293 -3.97778 2.79678
H20 -0.86696 -5.19714 4.88306
H21 -0.07899 -7.79342 4.79777
H22 1.56470 -8.00631 2.66196
N7 1.67243 4.90917 -1.20700
C14 1.29936 3.89827 -0.34607
C15 2.42694 3.21008 0.00553
C16 3.52437 3.82137 -0.66464
C17 3.03330 4.86496 -1.39738
H23 1.05968 5.59953 -1.60265
H24 0.26850 3.76655 -0.06199
H25 2.46483 2.36761 0.67627
H26 4.55994 3.53448 -0.59903
H27 3.53256 5.58583 -2.02193

=====

(2)
Computed, not measured: the molecule C4H6OS3 in a non-equilibrium geometry, with wB97M-V/def2-TZVPD.

HOMO-LUMO gap	8.52	eV
lowest unoccupied orbital energy	-0.66	eV
energy relative to the best compared isomer or geometry (same formula, charge and spin)	60.68	kJ/mol
SMILES	O=C[C@@H](S)CC(=S)S
total charge	0
calculated total energy	-38797.4732	eV
strongest force on any atom	2.3	eV/Å

Cartesian coordinates (Å):
O1 -2.30503 1.62302 0.54982
C1 -2.25221 0.42145 0.29697
C2 -0.93041 -0.28646 0.25612
S1 -1.08610 -1.50500 -1.12816
C3 0.24634 0.66990 -0.03059
C4 1.58028 -0.03652 0.09278
S2 1.83233 -1.28835 1.11846
S3 2.75746 0.86085 -0.81427
H1 -3.15648 -0.25373 0.19990
H2 -0.79921 -0.87346 1.15945
H3 0.08143 -2.08485 -0.92057
H4 0.10104 1.42845 0.74241
H5 0.06217 1.13776 -1.01175
H6 3.86839 0.18695 -0.51058

=====

(3)
Computed, not measured: a structure of composition C25H30BrCl5N4O2Sr, with wB97M-V/def2-TZVPD.

HOMO-LUMO gap	7.48	eV
lowest unoccupied orbital energy	-0.04	eV
total charge	0
calculated total energy	-169960.9359	eV
strongest force on any atom	0.4	eV/Å

Cartesian coordinates (Å):
Sr1 0.12015 0.68906 -0.31941
C1 -0.44378 8.64836 -0.18270
C2 -0.21828 7.64423 0.94827
C3 -1.53503 7.48988 1.72257
C4 0.85698 8.21067 1.88544
C5 0.22478 6.27923 0.42395
C6 0.48013 5.25020 1.31696
C7 0.87108 4.01716 0.83908
Br1 1.10606 2.61437 2.13747
C8 1.04350 3.69936 -0.51994
O1 1.42969 2.50457 -0.90348
C9 0.73277 4.74462 -1.43032
C10 0.35199 5.98498 -0.93307
C11 0.75825 4.46747 -2.93750
C12 0.38581 5.70925 -3.75375
C13 2.15715 4.02362 -3.38690
C14 -0.27214 3.37938 -3.28630
H1 -0.74173 9.60993 0.23899
H2 -1.23685 8.32189 -0.85799
H3 0.46483 8.80675 -0.76702
H4 -1.87714 8.46028 2.08998
H5 -1.41852 6.82813 2.58199
H6 -2.31117 7.07049 1.08007
H7 0.54524 9.18048 2.28034
H8 1.80057 8.34323 1.35259
H9 1.03902 7.54742 2.73216
H10 0.36374 5.39356 2.38328
H11 0.12362 6.76410 -1.64251
H12 1.07738 6.53469 -3.57399
H13 -0.62848 6.05017 -3.53724
H14 0.43234 5.46226 -4.81578
H15 2.89016 4.80720 -3.17998
H16 2.16014 3.83236 -4.46314
H17 2.45747 3.11794 -2.86732
H18 -1.25854 3.63572 -2.89557
H19 0.01319 2.40596 -2.88729
H20 -0.34866 3.27723 -4.37173
Cl1 -7.32239 -1.06495 0.27855
C15 -5.78079 -0.31695 0.09369
C16 -4.65318 -1.08522 -0.16822
Cl2 -4.78791 -2.79471 -0.31556
C17 -3.41970 -0.46254 -0.30785
Cl3 -2.00854 -1.43870 -0.64629
C18 -3.22650 0.93080 -0.20056
O2 -2.08173 1.49236 -0.32690
C19 -4.40688 1.67653 0.06027
Cl4 -4.22254 3.38097 0.19691
C20 -5.64233 1.07061 0.20559
Cl5 -7.03212 2.03263 0.53082
C21 4.69074 2.89376 0.63330
C22 5.67132 2.20232 -0.30939
C23 5.38709 2.56682 -1.76197
C24 5.68768 0.68647 -0.08542
N1 4.35653 0.08868 -0.15914
C25 3.50610 -0.21237 0.82410
N2 2.38228 -0.62440 0.28977
N3 2.56751 -0.54493 -1.05006
N4 3.74016 -0.11987 -1.32528
H21 4.80000 3.97592 0.56107
H22 4.85763 2.61147 1.67639
H23 3.65787 2.65992 0.36308
H24 6.68843 2.52422 -0.06248
H25 4.37291 2.28531 -2.04415
H26 6.08388 2.07519 -2.44324
H27 5.47821 3.64468 -1.89793
H28 6.06813 0.45407 0.90924
H29 6.30685 0.17795 -0.82285
H30 3.72527 -0.11888 1.87330

=====

(4)
Computed, not measured: the molecule C5H8O in a non-equilibrium geometry, with wB97M-V/def2-TZVPD.

HOMO-LUMO gap	9.05	eV
lowest unoccupied orbital energy	0.73	eV
energy relative to the best compared isomer or geometry (same formula, charge and spin)	308.10	kJ/mol
SMILES	C=C/C(O)=C/C
total charge	0
calculated total energy	-7359.0621	eV
strongest force on any atom	6.3	eV/Å

Cartesian coordinates (Å):
C1 2.05451 1.07564 -0.17546
C2 1.12343 0.46932 -0.96662
C3 -0.23514 0.11828 -0.55049
O1 -1.25507 0.77441 -1.28611
C4 -0.37887 -0.81380 0.46968
C5 -1.62982 -1.08564 1.32039
H1 1.87143 1.05489 0.93879
H2 2.84982 1.78652 -0.60844
H3 1.31244 0.17868 -1.99976
H4 -0.74996 1.06071 -2.14929
H5 0.65721 -1.37722 0.59231
H6 -2.38529 -0.87209 0.63756
H7 -1.72626 -0.36675 2.17055
H8 -1.50840 -2.00296 1.60690